{"formula": "H26O13", "method": "wB97M-V/def2-TZVPD", "charge": 0, "multiplicity": 1, "e_above_lowest_kcal_mol": 78.25, "homo_lumo_gap_ev": 11.118, "symbols": ["O", "H", "H", "O", "H", "H", "O", "H", "H", "O", "H", "H", "O", "H", "H", "O", "H", "H", "O", "H", "H", "O", "H", "H", "O", "H", "H", "O", "H", "H", "O", "H", "H", "O", "H", "H", "O", "H", "H"], "coordinates": [[-0.18885, -5.57840, 1.63499], [-0.12380, -5.07595, 0.82286], [0.34831, -6.35539, 1.48016], [3.65267, -4.66626, -1.25478], [3.67762, -5.33849, -1.93574], [4.19255, -3.95507, -1.59973], [-4.52053, 2.78333, 1.72769], [-4.29080, 2.33397, 2.54105], [-4.98704, 3.56953, 2.01138], [0.67359, 2.93451, 3.46772], [-0.09515, 2.41519, 3.70351], [1.28287, 2.30204, 3.08695], [-0.79358, -0.11128, -0.18239], [-0.06049, -0.30548, -0.76642], [-1.23638, 0.63193, -0.59202], [-2.47213, 0.04048, 5.19695], [-2.17249, -0.11404, 6.09282], [-2.04931, -0.64580, 4.68074], [2.31108, 4.56317, -1.88129], [2.87220, 5.00424, -2.51914], [1.48095, 4.43476, -2.34021], [-1.91906, 4.57889, -4.15076], [-1.78316, 4.77139, -5.07850], [-1.93494, 5.43723, -3.72738], [3.99105, -2.12646, 3.74158], [4.18694, -1.63704, 2.94263], [4.04987, -3.04548, 3.48053], [5.87659, 0.36262, -0.17126], [6.68652, 0.70289, 0.20880], [5.68612, 0.95411, -0.89934], [-4.78945, -4.60680, 1.03701], [-3.85152, -4.47204, 1.17242], [-5.03790, -5.24973, 1.70120], [2.33099, 0.12194, -4.99381], [2.19753, 0.53543, -5.84673], [3.25831, 0.26151, -4.80192], [-5.73267, 1.26487, -2.82981], [-5.02215, 1.75024, -3.24906], [-5.69436, 1.52943, -1.91069]], "forces_ev_per_angstrom": [[-0.187, 0.037, 0.207], [0.043, 0.186, -0.206], [0.136, -0.197, -0.007], [-0.128, -0.036, 0.215], [-0.015, -0.194, -0.158], [0.130, 0.230, -0.042], [0.016, -0.033, -0.275], [0.103, -0.195, 0.213], [-0.112, 0.205, 0.043], [0.056, 0.257, 0.061], [-0.247, -0.132, 0.070], [0.162, -0.140, -0.125], [-0.026, -0.138, 0.228], [0.200, -0.070, -0.144], [-0.168, 0.205, -0.063], [-0.129, 0.229, -0.097], [0.056, -0.003, 0.246], [0.089, -0.194, -0.196], [0.112, -0.059, 0.187], [0.160, 0.127, -0.126], [-0.280, -0.084, -0.082], [0.049, -0.221, 0.113], [0.010, 0.003, -0.261], [-0.050, 0.216, 0.166], [-0.032, 0.092, 0.241], [0.047, 0.168, -0.219], [-0.017, -0.247, -0.046], [-0.108, -0.238, 0.043], [0.207, 0.063, 0.143], [-0.118, 0.161, -0.164], [-0.168, 0.088, -0.160], [0.272, 0.058, 0.014], [-0.083, -0.158, 0.153], [-0.139, -0.103, 0.142], [-0.091, 0.084, -0.223], [0.228, 0.016, 0.086], [-0.164, -0.133, -0.143], [0.187, 0.119, -0.129], [-0.003, 0.032, 0.293]], "nbo_charge": [-0.939, 0.471, 0.468, -0.937, 0.468, 0.470, -0.941, 0.474, 0.467, -0.939, 0.471, 0.468, -0.939, 0.468, 0.471, -0.942, 0.470, 0.472, -0.935, 0.464, 0.471, -0.937, 0.468, 0.469, -0.938, 0.470, 0.468, -0.938, 0.469, 0.469, -0.936, 0.470, 0.466, -0.933, 0.468, 0.466, -0.939, 0.467, 0.471]}


{"formula": "H26O13", "method": "wB97M-V/def2-TZVPD", "charge": 0, "multiplicity": 1, "e_above_lowest_kcal_mol": 207.68, "homo_lumo_gap_ev": 7.833, "symbols": ["H", "H", "H", "H", "H", "H", "H", "H", "H", "H", "H", "H", "H", "H", "H", "H", "H", "H", "H", "H", "H", "H", "H", "H", "H", "H", "O", "O", "O", "O", "O", "O", "O", "O", "O", "O", "O", "O", "O"], "coordinates": [[0.35973, 1.26503, -0.66618], [-0.48045, 1.81048, 0.45094], [1.01277, 1.22589, -4.52728], [1.64779, -0.02512, -5.19747], [-3.17121, -0.21342, 2.91178], [-4.24607, -1.00712, 2.47796], [3.46403, -1.07799, 1.40718], [3.87668, -2.52787, 1.17686], [-3.28135, -1.69699, -2.12559], [-3.06148, -2.51802, -0.90045], [3.31043, 2.28807, 0.50339], [2.83549, 2.50876, 1.95260], [4.34797, -1.79984, -1.14631], [3.42600, -2.73417, -0.56343], [-4.52959, 3.34048, -2.68003], [-4.25176, 2.51982, -1.30813], [1.32828, -1.18547, -3.39214], [1.17730, -2.56779, -4.06809], [-0.87427, 4.35481, 1.47717], [-2.39854, 4.02370, 1.26814], [-0.82194, -2.03768, 2.13301], [-1.67156, -2.47155, 0.95417], [0.44709, -2.75135, 0.13329], [1.62078, -3.46651, -0.40121], [-0.68029, 2.47203, 4.82672], [0.30622, 2.14063, 5.71532], [-0.37672, 1.05897, -0.14036], [1.79626, 0.85009, -4.80024], [-3.39671, -0.84095, 2.18802], [3.09319, -1.97420, 1.17956], [-3.70454, -2.32299, -1.53002], [3.48426, 2.12897, 1.45177], [3.52680, -1.84479, -0.59391], [-3.88572, 2.73117, -2.16448], [1.66548, -1.80425, -4.08459], [-1.74702, 4.69769, 1.61002], [-1.70462, -2.06779, 1.82759], [1.35358, -2.60060, -0.13151], [0.20370, 2.11984, 4.77592]], "forces_ev_per_angstrom": [[1.606, 0.354, -1.130], [-0.032, -0.121, 0.005], [-2.798, 0.984, 0.646], [-0.203, 0.434, 0.412], [0.567, -0.433, -0.879], [-3.420, -0.972, 0.455], [-0.623, -1.365, -0.277], [0.066, 0.210, 0.619], [-0.085, 0.057, 0.016], [1.566, -0.461, 1.727], [-0.042, -0.020, 0.965], [-2.758, 1.585, 1.815], [-0.722, 0.365, -0.356], [-0.840, -3.871, 0.021], [1.501, -1.687, 1.753], [-0.492, 0.118, 0.132], [0.468, -1.021, -0.705], [-1.961, -2.791, 0.299], [0.596, -0.426, -0.204], [1.314, 1.047, 0.479], [1.815, -0.098, 0.399], [0.126, 0.050, 0.099], [-0.432, 0.082, 0.191], [0.250, -0.931, -0.358], [-0.898, 0.318, -1.088], [1.233, -0.405, 1.194], [-1.560, -0.318, 1.107], [2.988, -1.214, -1.023], [0.466, 2.939, 0.879], [-0.460, 1.046, 9.402], [-1.555, 0.463, -1.767], [2.822, -1.642, -2.759], [4.836, 4.538, -8.672], [-1.002, 1.538, -1.891], [1.533, 3.583, 0.422], [-1.912, -0.617, -0.263], [0.486, -1.473, -0.891], [-2.108, 0.030, -0.620], [-0.334, 0.125, -0.152]], "nbo_charge": [0.464, 0.459, 0.460, 0.495, 0.452, 0.448, 0.474, 0.445, 0.470, 0.456, 0.472, 0.467, 0.431, 0.438, 0.478, 0.474, 0.490, 0.466, 0.466, 0.475, 0.466, 0.444, 0.454, 0.447, 0.459, 0.461, -0.923, -0.959, -0.899, -0.902, -0.926, -0.939, -0.888, -0.952, -0.952, -0.941, -0.909, -0.901, -0.919]}


{"formula": "H26O13", "method": "wB97M-V/def2-TZVPD", "charge": 0, "multiplicity": 1, "e_above_lowest_kcal_mol": 26.31, "homo_lumo_gap_ev": 10.149, "symbols": ["O", "H", "H", "O", "H", "H", "O", "H", "H", "O", "H", "H", "O", "H", "H", "O", "H", "H", "O", "H", "H", "O", "H", "H", "O", "H", "H", "O", "H", "H", "O", "H", "H", "O", "H", "H", "O", "H", "H"], "coordinates": [[-5.18124, 3.95065, 14.71210], [-5.06398, 2.99504, 14.53625], [-4.41474, 4.37224, 14.30491], [-9.63439, 0.91396, 12.78336], [-10.12865, 0.80761, 13.61889], [-9.18775, 0.07195, 12.64768], [-9.69401, 1.74122, 17.59428], [-10.11811, 2.55775, 17.88185], [-9.14051, 2.00724, 16.84796], [-7.20034, 5.57925, 15.77819], [-7.03276, 6.29204, 15.15235], [-6.38974, 5.03478, 15.76868], [-7.14947, -1.87873, 16.47791], [-7.47614, -1.02075, 16.78585], [-6.98455, -2.38073, 17.28261], [-11.17141, 0.54356, 15.29755], [-10.52926, 0.92234, 15.92822], [-11.13918, -0.40520, 15.46036], [-7.81712, 1.51546, 15.42672], [-7.22464, 1.16042, 14.75234], [-7.89477, 2.45560, 15.20842], [-9.88253, 4.46448, 16.46001], [-9.09355, 4.86989, 16.06758], [-10.48046, 5.19882, 16.63029], [-5.49918, 2.81581, 17.65594], [-5.56352, 3.59604, 17.10003], [-6.19995, 2.23157, 17.33149], [-6.30593, 1.93413, 11.71021], [-6.91054, 1.92671, 10.96364], [-6.69925, 2.58056, 12.34017], [-6.11786, -1.12774, 13.78832], [-5.37582, -1.74286, 13.78587], [-6.55217, -1.26641, 14.64652], [-4.92981, 1.09332, 15.08383], [-4.15486, 0.90924, 15.62729], [-4.95698, 0.37192, 14.42855], [-7.53841, 3.82142, 13.25710], [-6.86622, 4.18453, 13.87497], [-7.99618, 4.58364, 12.88965]], "forces_ev_per_angstrom": [[0.318, -0.051, -0.161], [0.007, -0.138, 0.381], [-0.096, -0.017, 0.040], [-0.108, -0.090, 0.142], [0.064, 0.032, -0.217], [0.020, 0.083, 0.024], [0.002, -0.177, -0.066], [0.065, 0.014, -0.183], [0.066, -0.007, 0.267], [0.184, -0.108, 0.067], [0.037, 0.002, 0.111], [-0.367, 0.315, -0.161], [-0.103, 0.336, 0.078], [-0.003, -0.096, -0.027], [0.029, -0.014, -0.089], [0.384, 0.009, -0.032], [-0.442, -0.120, 0.054], [-0.040, 0.063, 0.036], [0.055, 0.294, 0.338], [-0.085, 0.054, -0.024], [-0.097, -0.204, -0.393], [0.055, 0.103, -0.102], [0.042, -0.002, 0.173], [0.008, -0.060, -0.023], [-0.149, -0.195, 0.098], [0.102, -0.052, -0.043], [0.114, 0.079, -0.048], [0.162, 0.270, 0.411], [-0.080, -0.044, 0.079], [-0.005, -0.417, -0.692], [0.138, 0.184, 0.136], [-0.199, -0.130, -0.026], [0.151, -0.315, -0.071], [0.414, -0.020, -0.321], [-0.139, 0.176, 0.111], [-0.324, 0.143, 0.018], [0.285, 0.429, 0.668], [-0.345, -0.198, -0.536], [-0.118, -0.132, -0.018]], "nbo_charge": [-1.008, 0.531, 0.492, -0.973, 0.496, 0.462, -0.967, 0.489, 0.485, -0.972, 0.475, 0.496, -0.967, 0.491, 0.485, -0.965, 0.498, 0.469, -0.987, 0.502, 0.486, -0.975, 0.496, 0.472, -0.945, 0.461, 0.484, -0.985, 0.467, 0.491, -0.962, 0.472, 0.499, -0.990, 0.485, 0.505, -0.974, 0.496, 0.484]}


{"formula": "H26O13", "method": "wB97M-V/def2-TZVPD", "charge": 0, "multiplicity": 1, "e_above_lowest_kcal_mol": 126.65, "homo_lumo_gap_ev": 9.442, "symbols": ["O", "H", "H", "O", "H", "H", "O", "H", "H", "O", "H", "H", "O", "H", "H", "O", "H", "H", "O", "H", "H", "O", "H", "H", "O", "H", "H", "O", "H", "H", "O", "H", "H", "O", "H", "H", "O", "H", "H"], "coordinates": [[-3.60767, 0.75277, 2.64692], [-3.93967, 1.56977, 2.29592], [-2.67967, 0.39477, 2.39992], [0.33733, 0.04477, 0.22592], [0.26033, -0.87023, -0.16808], [-0.34267, 0.12977, 0.97892], [1.08233, 0.17277, -2.94808], [0.11633, 0.31777, -2.71808], [1.60533, -0.45223, -2.47708], [-1.26767, -0.29423, 2.29692], [-1.91567, -0.90723, 1.94392], [-0.90567, -0.55523, 3.11592], [0.51033, -3.85923, -2.05508], [1.05133, -3.38223, -1.42308], [0.60033, -3.49523, -2.96108], [-0.35767, 2.24177, 2.22292], [-0.61467, 2.49977, 1.27692], [-0.84967, 2.66077, 2.86492], [1.15033, 1.69777, -1.15208], [0.96933, 1.25777, -1.92608], [0.87633, 1.15977, -0.40108], [1.19033, 0.46277, 3.74092], [1.13233, 0.74877, 4.61992], [0.52833, 0.62977, 3.17392], [-1.12967, -2.42223, -0.63908], [-0.74767, -3.02723, -1.25808], [-1.88167, -1.90223, -1.14008], [-1.46467, 0.76877, -2.26408], [-2.04867, 1.43777, -1.91808], [-1.76367, -0.02823, -1.77408], [-0.93067, 3.31977, -0.11508], [-0.11167, 2.92077, -0.41108], [-1.62967, 3.07977, -0.59508], [2.39133, -2.64823, -0.68208], [2.10333, -1.73323, -1.07808], [2.11033, -2.63823, 0.25392], [3.16533, -0.10223, -1.62408], [2.97733, 0.13877, -0.63008], [4.03033, -0.08923, -1.69908]], "forces_ev_per_angstrom": [[0.803, -1.891, 0.415], [0.640, 0.373, -0.560], [-2.060, 2.499, 0.477], [-1.748, -2.855, 1.937], [-0.451, 1.286, 0.820], [1.421, -0.557, -1.144], [-2.546, 0.183, -2.893], [1.426, -1.235, -0.385], [0.139, -0.426, 0.661], [-0.834, 0.442, -1.883], [0.342, -1.135, 0.281], [0.460, -0.984, 1.590], [-1.354, -0.677, -1.547], [1.234, 0.254, -0.133], [0.277, -0.180, 1.058], [1.931, -1.711, -3.098], [-0.192, 0.334, 1.968], [-1.863, 1.687, 1.625], [1.370, 5.391, 3.450], [0.053, -1.092, -2.378], [0.082, -0.085, -0.480], [4.712, -2.851, 1.275], [-0.799, 0.919, 1.380], [-3.636, 2.151, -2.609], [-3.180, 3.381, 0.147], [0.540, -1.219, -1.391], [2.292, -2.046, 1.448], [-0.817, -1.369, 0.402], [-0.103, 0.593, -0.052], [0.476, 0.718, -0.494], [3.279, 2.185, 3.778], [0.836, -0.584, -1.405], [-3.848, -1.533, -3.149], [-1.238, 2.198, -0.216], [1.419, -2.296, 1.317], [0.265, 0.200, -0.509], [-6.602, 0.257, 3.961], [0.484, -0.225, -2.981], [6.793, -0.097, -0.683]], "nbo_charge": [-1.019, 0.480, 0.485, -1.002, 0.501, 0.520, -0.966, 0.498, 0.484, -0.932, 0.504, 0.515, -0.978, 0.493, 0.485, -1.016, 0.499, 0.470, -1.027, 0.459, 0.468, -0.958, 0.477, 0.480, -0.984, 0.502, 0.455, -0.923, 0.482, 0.468, -0.949, 0.519, 0.454, -0.945, 0.487, 0.485, -0.943, 0.500, 0.472]}